{
  "formula": "C34H28IN10O3Pt",
  "method": "wB97M-V/def2-TZVPD",
  "multiplicity": 3,
  "fmax_ev_per_a": 0.193,
  "charge": 1,
  "e_homo_ev": [-10.1, -10.5],
  "s2": 2.01,
  "relative_energy_kj_mol": 0.0,
  "orbital_gap_ev": [6.996, 6.687],
  "total_energy_ev": -68096.9588,
  "species": ["Pt", "C", "C", "N", "C", "C", "C", "O", "C", "C", "N", "C", "C", "C", "C", "C", "C", "I", "C", "O", "H", "H", "H", "H", "H", "H", "H", "H", "H", "H", "H", "H", "C", "N", "C", "N", "C", "N", "C", "C", "C", "C", "C", "C", "C", "N", "N", "C", "O", "C", "C", "C", "C", "C", "C", "N", "C", "N", "C", "N", "C", "H", "H", "H", "H", "H", "H", "H", "H", "H", "H", "H", "H", "H", "H", "H", "H"],
  "positions_angstrom": [[0.68762, -1.09701, 0.50274], [-0.53846, -1.17656, -4.17481], [0.44529, -0.13983, -3.72630], [0.79712, 0.79633, -4.55803], [1.68406, 1.74189, -4.16033], [2.25621, 1.76409, -2.92527], [3.23340, 2.86147, -2.59361], [2.82121, 3.65210, -1.47971], [1.89677, 0.75205, -1.97645], [2.59627, 0.76494, -0.72528], [2.40771, 0.02454, 0.32589], [3.35692, 0.10254, 1.38419], [4.70469, 0.33907, 1.10087], [5.64734, 0.44512, 2.10657], [5.27264, 0.29311, 3.43245], [3.95130, 0.00934, 3.73685], [3.01495, -0.09684, 2.72030], [1.06144, -0.60300, 3.33374], [0.95221, -0.22082, -2.37378], [0.49177, -1.18425, -1.64621], [-0.78245, -1.01035, -5.22016], [-1.45625, -1.12150, -3.58326], [-0.13450, -2.18083, -4.04150], [1.92805, 2.49843, -4.89626], [3.38254, 3.48157, -3.47979], [4.21075, 2.45710, -2.32296], [2.03821, 4.14734, -1.74208], [3.38889, 1.50034, -0.64801], [5.01974, 0.40400, 0.06838], [6.68111, 0.62772, 1.84738], [6.00242, 0.36666, 4.22642], [3.65095, -0.13995, 4.76459], [-3.44833, -4.48790, 2.15638], [-2.56869, -3.66021, 1.33793], [-1.41964, -3.08521, 1.66869], [-0.96250, -2.41144, 0.62391], [-1.88832, -2.63360, -0.34858], [-2.87927, -3.38426, 0.05381], [-3.61568, -3.95951, 3.56221], [-3.84628, -4.87216, 4.58427], [-4.04648, -4.43692, 5.88662], [-3.98935, -3.08814, 6.18630], [-3.74604, -2.16901, 5.16801], [-3.57711, -2.60166, 3.85704], [-3.64718, -0.75211, 5.51888], [-3.85653, -0.21513, 6.66778], [-3.59094, 1.13747, 6.52519], [-3.24045, 1.31460, 5.30138], [-3.25128, 0.15610, 4.58622], [-2.82632, 2.56329, 4.66267], [-2.66583, 3.69868, 5.45308], [-2.24927, 4.88138, 4.86851], [-1.98355, 4.93428, 3.50734], [-2.15248, 3.80664, 2.71409], [-1.89934, 3.90797, 1.22705], [-1.49730, 2.63153, 0.65011], [-0.50040, 1.83508, 1.02183], [-0.55325, 0.72168, 0.30899], [-1.62761, 0.90012, -0.50594], [-2.22811, 2.04676, -0.32122], [-2.58152, 2.62026, 3.29538], [-3.04890, -5.50169, 2.18651], [-4.39527, -4.51883, 1.61922], [-0.95980, -3.15511, 2.64000], [-1.78644, -2.25131, -1.34967], [-3.87023, -5.93242, 4.36279], [-4.23050, -5.15670, 6.67230], [-4.11992, -2.73079, 7.19832], [-3.41764, -1.86795, 3.07618], [-2.86293, 3.63534, 6.51429], [-2.11747, 5.76569, 5.47676], [-1.64272, 5.86112, 3.06142], [-1.13105, 4.65215, 1.01768], [-2.80220, 4.19509, 0.69006], [0.21316, 2.07569, 1.79243], [-1.94274, 0.18090, -1.24129], [-2.73267, 1.73154, 2.69466]],
  "atomic_forces_ev_per_a": [[-0.16, -0.03, -0.06], [0.01, 0.01, 0.01], [-0.03, -0.03, 0.01], [0.04, 0.05, 0.00], [-0.04, -0.03, -0.02], [0.00, -0.01, 0.02], [-0.01, -0.01, -0.01], [-0.02, -0.01, 0.02], [0.08, 0.08, 0.06], [-0.03, 0.02, -0.05], [0.04, -0.01, 0.05], [0.10, 0.02, 0.00], [-0.03, -0.01, -0.03], [0.00, 0.00, 0.02], [-0.02, -0.01, -0.01], [0.06, 0.01, -0.03], [-0.17, -0.04, 0.09], [0.16, 0.08, 0.06], [-0.03, -0.06, 0.00], [0.03, -0.02, -0.18], [0.00, 0.00, 0.00], [-0.01, 0.00, -0.01], [0.00, 0.00, 0.00], [0.00, 0.00, 0.00], [0.01, 0.00, 0.00], [0.00, 0.02, -0.01], [0.01, 0.00, -0.01], [0.03, -0.01, -0.01], [0.02, 0.01, 0.00], [0.00, 0.00, 0.01], [0.01, 0.00, 0.00], [0.00, 0.00, 0.00], [-0.02, -0.01, 0.03], [0.00, 0.00, -0.01], [-0.04, 0.02, 0.01], [0.09, -0.02, 0.10], [0.02, -0.05, -0.09], [-0.02, 0.00, 0.02], [0.02, -0.03, 0.01], [0.01, 0.02, 0.01], [0.00, 0.00, 0.01], [0.00, 0.00, -0.02], [0.00, 0.02, 0.02], [-0.02, 0.02, 0.00], [0.00, -0.05, -0.03], [0.01, 0.05, 0.00], [-0.01, -0.05, 0.01], [0.02, 0.04, -0.04], [0.00, 0.00, 0.04], [-0.01, -0.02, 0.00], [0.00, 0.00, -0.01], [0.00, 0.00, 0.02], [0.00, -0.01, 0.00], [0.00, 0.00, 0.01], [-0.02, 0.01, 0.03], [0.02, 0.01, -0.01], [-0.01, 0.03, -0.04], [-0.07, 0.04, 0.14], [0.03, -0.02, -0.06], [-0.01, -0.01, 0.01], [0.00, -0.01, 0.01], [-0.02, 0.00, -0.03], [0.00, 0.02, 0.00], [0.01, 0.00, 0.00], [0.00, 0.01, -0.01], [0.00, 0.00, 0.00], [0.00, 0.00, 0.00], [0.00, -0.01, 0.00], [0.00, -0.01, -0.01], [0.00, 0.01, 0.00], [0.00, 0.00, 0.00], [0.00, 0.00, 0.00], [0.00, 0.00, 0.01], [0.01, -0.01, -0.02], [0.00, -0.02, 0.01], [-0.01, -0.01, -0.01], [0.00, 0.01, -0.01]],
  "mulliken_charge": [1.510, -1.173, 1.000, -0.624, -0.963, 0.613, -1.075, -0.516, 0.301, -0.541, -0.530, 0.508, -0.170, -0.755, -0.651, -0.785, 0.070, 0.192, 0.626, -1.131, 0.388, 0.193, 0.328, 0.359, 0.404, 0.394, 0.343, 0.961, 0.551, 0.395, 0.395, 0.393, -0.850, 0.812, -0.031, -0.467, -0.402, -1.120, 0.866, -0.918, -0.731, -0.974, -0.082, -0.181, 0.610, -0.466, -0.471, 0.538, -0.207, -0.056, -0.919, -0.726, -0.953, 0.749, -1.061, 0.870, -0.466, -0.030, -0.692, -0.985, 0.060, 0.438, 0.333, 0.615, 0.497, 0.435, 0.417, 0.544, 0.843, 0.543, 0.412, 0.454, 0.451, 0.342, 0.557, 0.578, 0.812]
}